# 1
ORCA calculation (the ωB97M-V functional and the def2-TZVPD basis) on 2 unconnected molecules or ions with the total composition C10H15BrNP.

```
28
C10H15BrNP (the ωB97M-V functional and the def2-TZVPD basis)
C -3.1415 2.8153 -1.0112
C -3.0989 1.6102 -1.7414
C -2.7492 2.8222 0.3213
C -2.8209 0.4352 -1.1790
C -2.4248 1.6001 0.8541
C -2.3855 0.4503 0.1396
C 1.3701 -2.8593 -0.1345
C 1.0844 0.9618 1.4776
C 0.7057 -1.7859 -1.0655
C 1.4298 0.0533 0.3322
N 0.3935 -0.5648 -0.4372
P -1.7986 -1.0367 1.0354
Br -2.5526 -2.6993 -0.1666
H -3.5213 3.7312 -1.3130
H -3.2994 1.7562 -2.8866
H -2.6768 3.7656 0.7814
H -2.7493 -0.5173 -1.7924
H -2.0867 1.5382 1.8508
H 1.5171 -3.6810 -0.6935
H 2.2353 -2.4620 0.2768
H 0.7871 -3.2432 0.6910
H 0.8220 1.9340 1.2578
H 0.3365 0.5149 2.0592
H 1.8649 0.7903 2.2090
H 1.4146 -1.6830 -1.8442
H -0.1853 -2.3229 -1.4081
H 2.0234 0.6722 -0.3414
H 2.0996 -0.6453 0.8319
```

The energy above the lowest of the compared OMol25 structures with the same formula, charge and spin is 151.52 kJ/mol. The calculation puts the HOMO energy (spin up / spin down) at -7.3 / -8.7 eV. The LUMO energy (spin up / spin down) comes out at -0.215 / -0.700 eV. For the total energy, the calculation gives -3360.03880 hartree. The gap between HOMO and LUMO (spin up / spin down) comes out at 0.262 / 0.294 Ha.

# 2
ORCA calculation (the ωB97M-V functional and the def2-TZVPD basis) on 6 unconnected molecules or ions with the total composition C10H15Cl10N.

```
36
C10H15Cl10N (the ωB97M-V functional and the def2-TZVPD basis)
C 32.6291 -1.7684 9.0065
C 31.8994 -1.4875 10.1577
C 31.1510 -0.3680 10.3165
N 31.0190 0.6117 9.3937
C 31.6699 0.4323 8.2742
C 32.4154 -0.7675 8.0448
H 33.1142 -2.7159 8.8241
H 31.8327 -2.1462 11.0109
H 30.5665 -0.1546 11.1993
H 31.5728 1.2187 7.5403
H 32.8325 -0.8383 7.0511
Cl 30.5468 -4.3995 8.6289
C 31.6677 -5.5804 9.2526
Cl 32.5572 -6.4526 8.0499
H 32.2953 -5.0071 9.9349
H 31.1887 -6.2623 9.9552
Cl 26.8104 -1.0091 9.4996
C 28.1905 -1.9698 8.7638
Cl 27.6894 -2.7265 7.2134
H 28.9495 -1.2284 8.5139
H 28.6011 -2.6672 9.4938
Cl 28.9271 -2.2981 12.3841
C 28.1659 -2.4170 14.0470
Cl 26.6513 -1.4616 14.1016
H 27.9782 -3.4589 14.3065
H 28.9081 -1.9836 14.7174
Cl 25.1811 3.1781 9.9337
C 26.0458 2.1965 8.7274
Cl 26.7264 3.1609 7.3660
H 26.9405 1.8116 9.2166
H 25.3798 1.3742 8.4656
Cl 27.8779 0.6905 3.2819
C 28.1153 -0.1485 4.9026
Cl 29.8148 -0.3208 5.2891
H 27.4588 0.4307 5.5519
H 27.5213 -1.0604 4.9622
```

The SMILES is c1ccncc1.ClCCl.ClCCl.ClCCl.ClCCl.ClCCl. The energy above the lowest of the compared OMol25 structures with the same formula, charge and spin is 85.81 kJ/mol. The calculation puts the HOMO energy at -9.8 eV. The LUMO energy comes out at 0.210 eV. For the total energy, the calculation gives -5046.65761 hartree. The gap between HOMO and LUMO comes out at 0.369 Ha.

# 3
ORCA calculation (the ωB97M-V functional and the def2-TZVPD basis) on a molecular structure, C10H15ClFInPr.

```
29
C10H15ClFInPr (the ωB97M-V functional and the def2-TZVPD basis)
In 0.7882 -1.2164 -3.6992
Cl 1.7085 -3.1304 -2.6422
C 2.0250 0.5504 -3.6212
C -0.9707 -1.7179 -4.8338
H 1.8390 0.9828 -4.6270
H 1.7884 1.3126 -2.8821
H 3.0797 0.2829 -3.5486
H -0.8946 -1.0347 -5.6889
H -1.9319 -1.5594 -4.3550
H -0.9039 -2.7440 -5.1871
Pr -1.0610 -0.3715 0.4821
C -2.7919 -1.8422 1.2953
C -1.9602 1.2618 -0.7410
H -3.7228 -1.4342 0.8767
H -2.6657 -2.8859 0.9705
H -2.8196 -1.7852 2.3891
H -2.4847 0.7802 -1.6535
H -1.1703 1.8340 -1.3511
F 2.0128 2.0246 5.6817
C 1.5008 1.5628 4.4829
C 2.3394 0.7373 3.7082
C 1.8073 0.2180 2.4972
C 0.5144 0.5604 2.1854
C -0.3174 1.3898 2.9126
C 0.2150 1.9072 4.1204
H 3.3561 0.4989 4.0184
H 2.4219 -0.4194 1.8594
H -1.3081 1.6633 2.5891
H -0.3937 2.5741 4.7618
```

As for the expectation value of S²: 2.0049. The calculation puts the HOMO energy (spin up / spin down) at -2.4 / -2.4 eV. As for the spin multiplicity: 3. The LUMO energy (spin up / spin down) comes out at 1.937 / 1.936 eV. The net charge is -1. For the total energy, the calculation gives -1657.05185 hartree. The gap between HOMO and LUMO (spin up / spin down) comes out at 0.158 / 0.158 Ha.

# 4
ORCA calculation (the ωB97M-V functional and the def2-TZVPD basis) on a molecular structure, C10H15ClSi2.

```
28
C10H15ClSi2 (the ωB97M-V functional and the def2-TZVPD basis)
C -0.7487 -0.4296 3.5456
C -2.4343 0.9915 -0.9493
C 0.8024 3.6431 0.3070
C 0.6279 -3.7089 -0.9631
C -0.0485 -0.3841 -2.9689
C -0.4921 0.6395 2.8626
C -2.0522 0.8549 0.3657
C 0.9579 2.3923 0.8728
C 1.1943 -2.7938 -0.1553
C 1.0849 -0.4458 -2.3065
Si -0.3493 1.0245 1.0238
Si 1.3188 -0.9069 -0.5172
Cl 3.4053 -0.8856 -0.0323
H -0.6910 -0.3344 4.6831
H -1.2943 -1.3040 3.1531
H -3.4662 0.7215 -1.1889
H -1.9754 1.5416 -1.7199
H 1.6164 4.1853 -0.0538
H -0.1578 3.9158 -0.0705
H 0.5764 -4.6413 -0.5691
H 0.3969 -3.5270 -2.0517
H -0.1789 -0.0557 -3.9730
H -1.0155 -0.8278 -2.6353
H -0.1447 1.5175 3.3740
H -2.5950 0.0718 0.8772
H 1.8802 1.9777 1.2659
H 1.7184 -3.1694 0.6625
H 2.0639 -0.0625 -2.8384
```

The energy above the lowest of the compared OMol25 structures with the same formula, charge and spin is 39.35 kJ/mol. The calculation puts the HOMO energy at -8.0 eV. The LUMO energy comes out at -0.193 eV. For the total energy, the calculation gives -1429.05645 hartree. The gap between HOMO and LUMO comes out at 0.286 Ha.

# 5
ORCA calculation (the ωB97M-V functional and the def2-TZVPD basis) on a molecular structure, C10H15F6MgN5P.

```
38
C10H15F6MgN5P (the ωB97M-V functional and the def2-TZVPD basis)
Mg -0.3292 0.2488 -0.4502
P -0.2084 -0.2655 3.0941
F -0.4867 -0.3389 1.4229
F 0.9860 -1.3401 2.8607
F 0.8323 0.9206 2.7947
F 0.0687 -0.1942 4.6447
F -1.4100 0.8007 3.1686
F -1.2469 -1.4780 3.2440
C -4.3984 0.4791 1.2989
C -3.2481 0.6825 0.4413
N -2.3347 0.8156 -0.2229
H -5.0842 -0.2439 0.8566
H -4.9516 1.4000 1.4600
H -4.0236 0.0800 2.2448
C 1.6673 0.6960 -4.5058
C 0.7274 0.7467 -3.3987
N -0.0156 0.7796 -2.5349
H 1.2988 1.3488 -5.2951
H 1.7741 -0.3229 -4.8695
H 2.6450 1.0328 -4.1643
C -2.0237 -3.9351 -1.3950
C -1.3890 -2.6567 -1.1889
N -0.8987 -1.6413 -0.9898
H -3.0940 -3.7816 -1.5482
H -1.9203 -4.5317 -0.4874
H -1.6185 -4.4757 -2.2437
C 3.5346 -1.4887 1.2775
C 2.5273 -0.9133 0.4287
N 1.7308 -0.4534 -0.2442
H 3.3446 -1.3609 2.3374
H 4.5063 -1.0577 1.0240
H 3.6170 -2.5599 1.0730
C 1.8751 4.2136 -0.0509
C 0.9848 3.0773 0.0475
N 0.2381 2.2189 0.1432
H 2.7996 4.0279 0.4921
H 1.3831 5.1026 0.3332
H 2.1410 4.3682 -1.0984
```

The energy above the lowest of the compared OMol25 structures with the same formula, charge and spin is 6.28 kJ/mol. The calculation puts the HOMO energy at -14.4 eV. The LUMO energy comes out at -2.389 eV. The net charge is +1. For the total energy, the calculation gives -1804.63483 hartree. The gap between HOMO and LUMO comes out at 0.443 Ha.

# 6
ORCA calculation (the ωB97M-V functional and the def2-TZVPD basis) on 2 unconnected molecules or ions with the total composition C10H15N2.

```
27
C10H15N2 (the ωB97M-V functional and the def2-TZVPD basis)
C -2.4197 -0.2762 0.9734
C 1.3067 -0.3175 0.8409
C 0.0601 -0.9709 0.5985
C -0.9564 0.0397 0.8992
C -0.2764 1.2045 1.1147
C 2.4695 -1.0490 0.7069
C 2.4172 -2.4445 0.6783
C 1.1858 -3.0939 0.5195
C 0.0045 -2.3615 0.4623
N 1.0987 1.0196 1.0413
H 3.4568 -0.6841 0.4520
H 3.3030 -3.0533 0.5656
H 1.7489 1.7330 1.3405
H 1.0811 -4.1427 0.2689
H -0.7943 2.1445 1.2443
H -0.9621 -2.8030 0.2628
H -2.8919 0.2679 1.7905
H -2.5256 -1.3475 0.8623
H -3.0233 0.0819 0.1115
C -0.1453 2.6645 -1.6700
N -0.8448 1.3392 -1.9551
H -1.0704 0.9013 -1.0376
H -1.7243 1.5252 -2.4432
H -0.3628 0.6752 -2.5608
H -0.3743 3.0409 -0.6874
H -0.6441 3.3233 -2.3807
H 0.8835 2.5836 -1.9987
```

The energy above the lowest of the compared OMol25 structures with the same formula, charge and spin is 144.60 kJ/mol. The calculation puts the HOMO energy at -11.3 eV. The LUMO energy comes out at -3.368 eV. The net charge is +1. For the total energy, the calculation gives -499.29733 hartree. The gap between HOMO and LUMO comes out at 0.292 Ha.

| no. | largest force on an atom (eV/Å) |
| --- | --- |
| 1 | 5.3 |
| 2 | 2.8 |
| 3 | 3.2 |
| 4 | 4.1 |
| 5 | 1.1 |
| 6 | 2.4 |